The following is a DFT calculation (ωB97M-V with the def2-TZVPD basis set) of 3 unconnected molecules or ions with the total composition C32H62N5O2P at a distorted geometry.

Each line ends with the Löwdin spin population.
Geometry (Å):
C 1.532 2.356 5.431  0.000
C 1.865 2.364 3.953  0.000
C 1.357 3.604 3.215  0.000
C -0.157 3.798 3.251  0.000
C -0.922 3.460 1.974  0.000
C -0.224 4.180 0.900  0.000
N 0.356 4.803 0.096  0.000
C -2.384 3.930 1.907  0.000
C -3.109 4.300 3.201  0.000
C -3.050 3.343 4.391  0.000
N -4.402 2.983 4.808  0.000
C -0.726 1.934 1.629  0.000
C -0.724 1.723 0.206  0.000
N -0.666 1.567 -0.954  0.000
P -2.051 0.792 2.310  0.000
C -2.095 -0.648 1.184  0.001
C -1.305 0.113 3.852  0.000
C -0.226 -0.966 3.626  0.000
H 0.508 2.071 5.616  0.000
H 2.128 1.592 5.908  0.000
H 1.767 3.294 5.907  0.000
H 2.942 2.399 3.866  0.000
H 1.564 1.444 3.468  0.000
H 1.794 3.602 2.224  0.000
H 1.806 4.437 3.734  0.000
H -0.379 4.822 3.509  0.000
H -0.541 3.207 4.066  0.000
H -2.982 3.226 1.354  0.000
H -2.404 4.816 1.291  0.000
H -2.802 5.282 3.526  0.000
H -4.152 4.410 2.949  0.000
H -2.422 2.476 4.237  0.000
H -2.617 3.878 5.227  0.000
H -4.897 2.591 4.021  0.000
H -4.370 2.314 5.558  0.000
H 0.246 1.600 1.969  0.000
H -2.769 -1.384 1.586  0.000
H -1.125 -1.124 1.095  0.000
H -2.392 -0.352 0.195  0.000
H -2.081 -0.315 4.463  0.000
H -0.843 0.921 4.399  0.000
H 0.367 -0.715 2.757  0.000
H -0.664 -1.932 3.425  0.000
H 0.397 -1.054 4.501  0.000
C 4.751 3.296 -4.937  0.003
C 3.651 2.481 -5.657  0.026
C 2.469 3.388 -6.002  0.015
C 1.595 3.749 -4.800  0.001
C 1.168 2.494 -4.041  0.015
C 2.350 1.614 -3.641  0.027
N 3.226 1.326 -4.813  0.365
O 2.694 0.414 -5.549  0.538
C 3.146 2.298 -2.514  0.002
C 1.835 0.317 -3.035  -0.001
C 4.281 1.976 -6.950  -0.001
H 5.361 2.656 -4.300  0.002
H 5.422 3.757 -5.660  0.000
H 4.354 4.109 -4.331  0.000
H 1.842 2.893 -6.751  0.002
H 2.848 4.300 -6.470  0.001
H 2.122 4.438 -4.135  0.000
H 0.708 4.282 -5.145  0.001
H 0.607 2.769 -3.147  0.001
H 0.482 1.917 -4.670  0.003
H 4.052 1.736 -2.283  0.001
H 2.537 2.339 -1.610  0.000
H 3.428 3.325 -2.732  0.000
H 1.158 -0.217 -3.700  -0.001
H 1.281 0.537 -2.125  0.000
H 2.658 -0.353 -2.777  0.000
H 5.108 1.294 -6.747  0.000
H 4.667 2.822 -7.517  0.000
H 3.562 1.463 -7.586  -0.001
C 0.560 -5.638 -0.758  0.003
C -0.312 -5.451 0.505  0.027
C -0.762 -6.812 1.040  0.015
C -1.872 -7.463 0.216  0.001
C -3.038 -6.497 0.017  0.016
C -2.604 -5.158 -0.577  0.027
N -1.478 -4.570 0.203  0.370
O -1.925 -4.042 1.288  0.530
C -2.211 -5.342 -2.054  0.002
C -3.787 -4.196 -0.590  -0.001
C 0.587 -4.787 1.542  -0.001
H 0.519 -4.758 -1.399  0.002
H 1.604 -5.783 -0.485  0.000
H 0.278 -6.508 -1.349  0.000
H -1.118 -6.695 2.069  0.002
H 0.102 -7.478 1.085  0.001
H -1.486 -7.804 -0.748  0.000
H -2.227 -8.358 0.732  0.001
H -3.790 -6.949 -0.632  0.001
H -3.524 -6.327 0.982  0.003
H -1.799 -4.419 -2.463  0.001
H -3.093 -5.600 -2.639  0.000
H -1.493 -6.140 -2.223  0.000
H -4.225 -4.065 0.398  -0.001
H -4.565 -4.587 -1.243  0.000
H -3.490 -3.217 -0.967  0.000
H 0.901 -3.795 1.214  0.000
H 1.478 -5.395 1.688  0.000
H 0.100 -4.691 2.510  0.000

Values from the calculation:
charge = 0
multiplicity = 3
expectation value of S² = 2.01
frontier orbital gap (alpha / beta) = 8.53 / 8.75 eV

=====

The following is a DFT calculation (ωB97M-V with the def2-TZVPD basis set) of a molecular structure, C32H63BCdN12O10P2S2Si at a distorted geometry.

Each line ends with the Löwdin spin population.
Geometry (Å):
Cd 0.944 -0.511 -0.025  0.002
C 0.416 0.450 5.243  0.000
C 0.179 1.709 4.461  0.000
N 0.617 0.234 2.512  0.001
N 0.431 -0.949 3.288  0.000
C 0.479 -0.747 4.652  0.000
B -0.118 -2.213 2.649  0.000
N -1.227 -1.918 1.603  0.000
C -2.540 -2.183 1.643  0.000
C -3.117 -1.667 0.500  0.000
C -2.059 -1.082 -0.198  0.000
N -0.934 -1.259 0.479  0.000
N 0.980 -2.953 1.845  0.000
C 1.116 -4.264 1.589  0.000
C 2.256 -4.435 0.832  0.000
C 2.747 -3.140 0.660  0.000
N 1.962 -2.265 1.264  0.000
N -0.626 -3.164 3.743  0.000
C 0.143 -3.953 4.524  0.000
C -0.643 -4.464 5.533  0.000
C -1.902 -3.902 5.290  0.000
N -1.871 -3.126 4.225  0.000
H 0.503 0.539 6.318  0.000
H 1.101 2.295 4.354  0.000
H 0.579 -1.644 5.246  0.000
H -2.957 -2.705 2.482  0.000
H -4.153 -1.695 0.231  0.000
H -2.059 -0.519 -1.115  0.000
H 0.409 -4.987 1.944  0.000
H 2.664 -5.350 0.453  0.000
H 3.623 -2.809 0.135  0.000
H 1.182 -4.110 4.313  0.000
H -0.353 -5.116 6.334  0.000
H -2.819 -4.042 5.830  0.000
C 1.374 -5.009 -4.473  0.000
N 1.706 -4.307 -3.257  0.000
C 3.123 -4.061 -3.095  0.000
P 0.681 -3.090 -2.722  0.000
O 1.135 -2.537 -1.448  0.000
O 0.618 -2.069 -3.972  0.000
P 0.522 -0.386 -3.772  0.000
O 0.230 -0.094 -2.384  0.002
N -0.770 -0.078 -4.787  0.000
C -0.998 -0.688 -6.074  0.000
C -1.482 1.162 -4.554  0.000
N 1.935 0.157 -4.456  0.000
C 3.154 0.116 -3.674  0.000
C 2.192 0.070 -5.875  0.000
N -0.822 -3.856 -2.709  0.000
C -1.176 -4.438 -1.426  0.000
C -1.949 -3.263 -3.400  0.000
H 1.820 -6.007 -4.446  0.000
H 1.739 -4.490 -5.369  0.000
H 0.293 -5.103 -4.525  0.000
H 3.642 -5.007 -2.920  0.000
H 3.255 -3.415 -2.231  0.000
H 3.567 -3.583 -3.978  0.000
H -0.356 -1.558 -6.184  0.000
H -0.817 0.001 -6.910  0.000
H -2.042 -1.016 -6.148  0.000
H -1.342 1.453 -3.516  0.000
H -2.548 1.009 -4.743  0.000
H -1.122 1.967 -5.202  0.000
H 2.899 0.212 -2.616  0.000
H 3.775 0.971 -3.948  0.000
H 3.714 -0.813 -3.852  0.000
H 1.308 0.334 -6.449  0.000
H 2.535 -0.931 -6.176  0.000
H 2.985 0.784 -6.115  0.000
H -0.260 -4.714 -0.907  0.000
H -1.784 -5.333 -1.598  0.000
H -1.745 -3.743 -0.798  0.000
H -1.609 -2.897 -4.365  0.000
H -2.392 -2.436 -2.836  0.000
H -2.708 -4.037 -3.557  0.000
C -1.700 0.750 3.054  0.000
C -0.279 1.308 3.034  0.000
C 2.031 0.629 2.543  0.000
C -0.824 2.622 5.168  0.000
O -0.169 2.440 2.229  0.003
Si -1.186 3.182 1.207  0.047
S -1.529 2.365 -0.714  0.672
O -2.580 3.207 2.072  0.012
C -3.850 3.784 1.925  0.002
C -4.889 2.672 2.114  0.000
C -4.051 4.414 0.552  0.027
C -3.991 4.839 3.028  0.001
O -0.760 4.748 1.183  0.001
C -0.115 5.625 0.284  0.000
C 0.142 6.908 1.089  0.000
C -1.039 5.921 -0.902  0.001
C 1.201 5.050 -0.214  0.000
H -1.778 -0.106 3.720  0.000
H -1.961 0.477 2.038  0.000
H -2.386 1.526 3.365  0.000
H 2.398 0.767 3.567  0.000
H 2.156 1.547 1.966  0.000
H 2.622 -0.155 2.069  0.000
H -0.377 3.022 6.079  0.000
H -1.720 2.069 5.435  0.000
H -1.089 3.441 4.504  0.000
H -4.723 1.902 1.367  0.000
H -5.894 3.074 2.005  0.000
H -4.790 2.224 3.099  0.000
H -3.772 3.686 -0.206  0.027
H -3.400 5.274 0.452  0.000
H -5.089 4.713 0.428  0.001
H -3.938 4.358 4.001  0.000
H -4.934 5.373 2.942  0.000
H -3.164 5.538 2.950  0.000
H -0.771 7.212 1.597  0.000
H 0.470 7.711 0.435  0.000
H 0.905 6.722 1.839  0.000
H -1.950 6.402 -0.553  0.000
H -1.300 4.983 -1.382  0.002
H -0.537 6.573 -1.612  0.000
H 1.807 4.711 0.621  0.000
H 1.747 5.803 -0.776  0.000
H 1.046 4.179 -0.845  0.000
O 1.944 2.290 -2.102  -0.002
S 1.985 1.730 -0.765  0.010
O 2.738 2.542 0.177  0.007
O 0.586 1.510 -0.216  0.169
O 2.588 0.338 -0.780  0.016

Values from the calculation:
charge = -1
multiplicity = 2
expectation value of S² = 0.75
frontier orbital gap (alpha / beta) = 6.96 / 6.71 eV